20
Properties=species:S:1:pos:R:3:forces:R:3 method="wB97M-V/def2-TZVPD" homo_ev=-7.5796 lumo_energy_ev=1.058 orbital_gap_ev=8.637 largest_force_ev_per_a=2.30
N -1.615986 0.405390 0.122837 -0.2 -0.3 -0.5
C 2.047571 -0.593317 -1.259981 -0.4 0.3 0.6
C 0.630059 -0.181009 0.809641 -1.3 -1.9 -0.4
C 1.330047 0.450806 -0.409447 0.2 1.1 0.4
C -0.773367 -0.674542 0.408558 0.3 0.9 -1.0
C -1.597072 1.737451 0.691503 1.0 -0.8 0.2
C -1.165401 -1.923505 0.048042 0.3 1.9 1.0
H 2.087799 1.167242 -0.061345 -0.1 -0.1 0.1
H 2.570741 -0.127210 -2.091456 -0.1 -0.1 -0.2
H -2.172569 2.391532 0.042215 -0.1 0.2 0.3
H 1.305163 -1.322991 -1.588334 0.3 -0.2 -0.2
H 0.439160 0.404815 1.706314 0.9 0.3 0.0
H -0.672919 -2.760749 0.513331 0.0 -0.4 -0.7
H 2.793108 -1.049648 -0.603955 0.0 -0.3 -0.3
H -2.142022 -1.872050 -0.418809 -0.1 -1.1 0.2
H -0.561038 2.076511 0.742835 0.0 0.3 -0.4
H 1.205290 -1.093323 0.997565 0.0 0.2 0.7
H -1.899005 1.750503 1.744151 -0.6 0.2 -0.1
H 0.625430 1.055184 -0.988839 0.0 -0.2 -0.1
H -2.434981 0.158903 -0.404831 -0.2 0.1 0.2

128
Properties=species:S:1:pos:R:3:forces:R:3 method="wB97M-V/def2-TZVPD" homo_ev=-9.7980 lumo_energy_ev=-1.983 charge=+1 orbital_gap_ev=7.815 largest_force_ev_per_a=16.79
O -5.832024 -16.208236 11.082908 2.3 1.2 4.7
O -8.735873 -21.324049 17.677306 0.2 -0.2 -3.1
O -4.607945 -18.762050 11.968813 0.8 2.0 2.3
O -5.675277 -19.393640 18.323287 -0.8 -3.2 -1.6
O 0.064260 -16.980264 15.955055 -3.8 -0.8 -2.7
O -8.041096 -24.231850 17.825085 -2.0 5.4 -7.4
O -1.483158 -22.850140 14.328528 -0.5 0.8 -1.0
O -8.626851 -13.442815 18.007018 -2.8 -0.5 4.4
O -4.502949 -13.809162 15.663944 -3.3 -3.2 4.6
O -9.498978 -10.556580 13.413188 -2.0 0.7 -3.8
O -9.732011 -20.446550 22.972792 -0.4 0.7 4.3
O -0.893172 -22.240441 17.443016 -11.7 -9.5 -0.1
O -0.789995 -13.684655 10.463858 -2.3 0.1 -1.2
O -3.563347 -24.956231 14.550960 2.0 4.3 -1.6
N -7.617018 -17.855942 14.852695 3.3 2.5 0.8
N -6.433839 -15.782484 18.902217 -1.1 1.4 -1.5
N -7.320325 -15.756586 14.382948 0.9 2.9 0.4
C -4.734298 -24.751423 15.251604 1.6 -0.6 -0.1
C -4.764802 -25.401784 16.534092 -1.9 1.9 0.2
C -9.033293 -12.718387 16.977382 0.3 2.1 -4.0
C -5.786902 -24.014940 14.766492 -2.4 -1.5 6.2
C -4.427368 -14.717739 9.746671 7.9 1.2 3.6
C -3.075185 -21.996845 12.681323 -1.8 -3.1 -1.7
C -7.461922 -17.014560 20.714842 1.8 4.0 -4.8
C -10.171489 -12.436109 14.674204 2.4 1.2 4.6
C -1.067684 -16.089722 15.896566 3.9 -3.1 0.0
C -5.051235 -17.057804 20.275792 0.4 3.2 -0.4
C -2.216015 -16.674608 15.965265 -6.9 -0.9 -0.5
C -7.246177 -17.250260 16.068370 -0.5 5.2 -5.6
C -1.949325 -20.087890 17.737051 -5.3 -1.6 0.1
C -3.293756 -22.161509 17.806480 -2.4 3.0 -0.6
C -6.996378 -24.339942 17.013408 3.7 -1.3 -2.4
C -4.642941 -15.547793 10.799781 3.2 -1.4 5.5
C -7.418490 -16.911064 13.851021 -2.0 -4.4 3.6
C -2.116055 -13.960014 15.798046 1.3 0.3 0.5
C -4.460594 -19.921781 18.014706 -1.4 -3.2 0.1
C -1.795101 -20.373029 13.912480 -0.2 0.8 -2.0
C -3.776131 -19.687553 12.488395 2.2 -0.8 -0.8
C -5.192516 -16.121307 19.191072 -6.0 -5.5 6.6
C -10.135554 -20.648701 19.400184 -2.3 1.1 -0.4
C -7.488562 -16.155522 19.587451 -0.7 -1.0 -1.0
C -2.586552 -19.326591 13.159241 0.4 -1.7 3.2
C -3.912407 -20.990698 12.102013 -0.1 -2.0 1.1
C -9.847554 -13.189489 15.986448 -1.9 1.4 -4.3
C -8.875757 -20.994250 18.944582 2.0 -0.2 2.6
C -2.098645 -21.816948 13.604222 1.8 4.5 2.4
C -7.697310 -14.495533 13.800080 1.5 4.4 0.9
C -10.488123 -20.414003 20.681473 2.0 0.2 2.2
C -8.629037 -10.765103 15.506857 0.0 1.0 1.5
C -2.063048 -21.577212 17.664463 1.5 6.8 0.4
C -5.815103 -25.104226 17.396090 -1.3 -0.5 -0.7
C -6.959096 -23.836070 15.696394 3.4 -1.2 0.3
C -7.072575 -15.855167 15.707808 -0.2 -3.2 3.6
C -9.375557 -20.413826 21.726778 -2.7 -0.9 -5.3
C -4.523397 -21.387683 17.884544 4.6 0.8 0.3
C -8.417282 -11.471560 16.679781 -1.5 -0.4 -1.7
C -6.248616 -17.334271 21.069543 5.7 -3.1 1.0
C -6.664567 -20.086882 14.440578 1.5 -3.5 -0.9
C -7.850171 -19.300474 14.705066 4.6 3.7 -4.7
C -2.070914 -14.188750 10.631714 -3.0 -0.1 -4.2
C -0.909627 -14.781730 15.923833 -16.4 0.0 -3.6
C -3.319954 -19.223775 17.896916 6.3 -2.4 -0.2
C -3.437483 -15.937876 15.898947 -0.7 -0.9 0.1
C -7.795273 -21.088679 19.832707 0.1 0.5 2.2
C -9.538393 -11.194709 14.536831 1.7 -2.2 2.0
C -3.606132 -15.826033 11.857762 -0.1 2.8 -2.7
C -8.104511 -20.735900 21.279385 1.9 -0.9 -0.6
C -2.334165 -15.072892 11.659978 -7.2 -1.0 -2.2
C -3.112027 -14.012725 9.560444 -0.4 -1.5 3.5
C -3.436357 -14.523758 15.776015 5.5 -2.6 -0.1
H -4.542788 -15.643641 18.700722 5.7 3.0 -3.7
H -5.955481 -23.546343 13.886442 0.4 1.2 -2.8
H -6.028599 -19.965387 15.314155 0.5 -0.3 -0.1
H -6.691236 -21.431941 19.509220 -3.0 1.0 0.9
H -5.825399 -25.683665 18.321121 -0.1 0.4 0.1
H -8.622482 -19.244448 14.105523 -3.8 -1.1 -3.7
H -3.268341 -23.119382 12.385463 0.2 2.3 0.4
H 0.567363 -16.512276 16.518306 3.8 1.9 3.1
H -5.416452 -21.940568 17.943030 -1.1 -0.2 0.0
H -9.430552 -13.309953 18.683748 2.9 -0.9 -1.6
H -5.058204 -14.634779 9.039589 -4.7 0.8 -5.0
H -6.787131 -15.069491 16.457419 -0.6 -0.6 -1.3
H -4.027257 -26.045714 16.982468 0.6 0.0 -0.7
H -8.684265 -14.419197 13.390313 -1.2 -0.6 1.1
H -10.854526 -12.658027 13.914279 -1.0 -1.2 -0.7
H -10.479704 -19.894028 23.317848 1.0 -0.7 -1.3
H -7.572172 -23.121058 15.277036 -2.2 1.0 -0.3
H -4.395784 -16.579378 15.944549 1.4 1.4 -0.1
H -11.602438 -20.336668 20.799597 1.4 0.3 0.9
H -7.515228 -13.590950 14.742100 -0.7 -2.8 -3.4
H -6.096757 -16.283949 10.261740 -3.6 -1.2 -6.4
H -7.138021 -17.624979 16.995558 0.1 -1.8 2.7
H -0.921537 -22.522062 15.068928 -0.8 -0.1 -0.7
H -5.655254 -18.532217 18.600784 0.6 3.5 1.2
H -7.287218 -20.864052 22.101274 -1.5 0.3 -1.7
H -6.922544 -21.198529 14.343601 -0.1 1.4 0.9
H -0.991946 -19.616739 17.618035 0.2 0.4 0.0
H -0.519284 -13.886423 11.323477 2.2 0.0 2.1
H -7.780542 -11.037996 17.347292 1.7 0.9 2.0
H -8.166331 -19.469735 15.556973 -3.3 -2.5 8.2
H -3.046966 -23.916802 14.215279 -2.3 -4.8 1.9
H -0.814355 -20.028433 14.513936 -2.6 -0.9 -1.3
H -11.045562 -20.453980 18.791762 1.3 -0.8 -0.7
H -5.010235 -19.112286 11.221571 -1.2 -0.9 -2.2
H -8.015886 -24.631947 18.570245 0.8 -4.4 7.8
H -8.428914 -15.920381 19.060830 0.2 0.2 0.7
H -3.257488 -23.175064 17.657885 -0.7 -2.6 0.0
H -6.082941 -20.063299 13.507237 -0.4 1.3 0.3
H -7.625708 -17.251924 12.934996 -0.6 -0.2 -3.7
H -4.812517 -21.289793 11.518928 1.0 0.0 0.3
H -8.516352 -22.256051 17.594874 0.1 -0.4 0.0
H -4.552420 -13.190934 15.052827 0.3 4.6 -4.5
H -0.096845 -14.600014 16.129977 14.7 5.4 3.1
H -2.373472 -17.722845 16.025402 0.4 -0.8 0.0
H -0.237300 -21.770793 17.435097 11.1 8.5 0.1
H -3.966398 -17.109296 20.560290 -1.4 -1.1 0.4
H -3.154141 -18.156174 18.031505 -0.5 -0.3 0.0
H -1.663447 -15.431648 12.248002 4.8 -1.5 3.9
H -3.865249 -16.524060 12.745497 0.8 1.4 -1.9
H -8.200769 -9.716392 15.371003 -0.3 -1.6 0.3
H -8.880887 -9.847267 13.263454 0.3 0.2 0.7
H -1.994805 -12.833752 15.783551 -0.2 -1.5 0.1
H -2.958875 -13.315107 8.729067 0.0 -0.5 0.3
H -8.330781 -17.205906 21.097218 -4.6 -1.6 2.8
H -6.102839 -18.047895 21.893495 0.0 0.5 -0.1
H -7.240564 -14.204190 12.826063 1.2 -0.5 1.1
H -10.277627 -14.160953 15.918967 -0.2 -0.8 0.8
H -2.519319 -18.241569 13.383738 0.7 -0.9 -0.1

144
Properties=species:S:1:pos:R:3:forces:R:3 method="wB97M-V/def2-TZVPD" homo_ev=-9.7965 lumo_energy_ev=0.129 orbital_gap_ev=9.926 largest_force_ev_per_a=3.23
O 14.551729 -21.411827 -6.056404 -0.3 0.3 0.5
O 14.357655 -19.326031 -5.180034 -0.1 0.0 0.7
O 14.837426 -19.825349 -1.090009 -0.7 -0.2 -0.6
O 12.199278 -16.991896 0.324960 0.1 -0.5 0.9
O 9.664531 -17.764974 5.246096 -1.2 0.5 0.2
O 11.444083 -18.576863 -0.945081 -0.6 -0.9 -0.1
O 14.853494 -17.525381 -1.105852 -1.1 -0.3 -0.6
O 6.870979 -17.675782 0.963690 0.4 -0.6 -0.5
O 14.585898 -20.889522 2.729638 2.0 0.5 1.3
O 6.233639 -20.576044 0.186816 0.3 -0.6 -1.3
O 8.265180 -21.379918 -0.288098 2.0 0.1 0.5
O 11.191211 -14.904134 -2.217905 -0.3 -1.0 -0.5
O 8.143627 -19.607935 -4.098450 -0.1 0.0 -0.4
O 4.861339 -17.957346 1.814520 -0.8 -0.2 0.1
O 16.801336 -20.539687 2.677437 0.8 -0.3 0.8
O 8.052800 -18.313105 -2.312063 0.1 0.9 -0.8
O 13.023539 -16.681162 3.517553 -0.6 0.5 0.5
O 11.120927 -19.215081 4.534126 1.0 -0.9 -0.6
O 14.974172 -17.679523 3.321084 -0.1 0.0 -0.5
O 7.102531 -12.867057 1.226993 0.3 0.8 0.3
O 8.634210 -25.230119 2.071919 0.8 0.3 -0.1
O 10.168323 -25.770902 0.485636 -0.6 0.4 1.0
O 10.897002 -13.484015 -0.515936 -0.9 0.0 0.3
O 7.470738 -10.997751 2.440886 0.7 -1.5 -0.5
C 9.730031 -24.992106 1.300311 0.7 -0.4 -1.0
C 9.120723 -22.930914 2.290063 0.3 0.2 0.9
C 8.960006 -14.236973 1.865086 -1.6 0.2 0.6
C 11.407979 -18.545466 6.787359 -0.2 -0.4 -1.7
C 13.418615 -18.638848 -4.269819 -0.2 -1.1 -1.2
C 9.194330 -12.794175 2.239629 1.0 0.6 0.3
C 8.190913 -19.144849 2.360517 -0.1 -0.1 -1.0
C 13.894664 -20.597341 -5.480595 -0.8 1.7 -0.4
C 8.363360 -16.926107 -1.977961 0.9 -0.6 -0.8
C 7.166257 -21.153632 -0.651003 -2.5 -0.3 0.5
C 17.136409 -19.570656 4.748384 0.9 1.0 -0.9
C 15.618455 -20.574125 3.331777 -1.9 0.1 -2.3
C 6.026858 -18.183967 1.881969 0.6 0.2 0.3
C 8.534709 -24.124246 3.004876 -2.1 -0.3 -1.1
C 6.822116 -18.878549 2.987069 -0.3 -0.8 -1.0
C 12.281871 -15.744044 -2.743274 0.6 2.1 0.3
C 8.532529 -17.172776 -4.394216 0.5 -1.8 0.4
C 11.524879 -20.486871 0.435647 0.0 -1.7 0.3
C 13.619835 -14.551790 2.651518 -1.0 0.3 -1.5
C 7.866501 -12.070222 2.033339 -0.5 0.5 0.3
C 12.430815 -15.392333 3.144904 1.0 0.0 1.0
C 13.076058 -14.224401 -1.087797 1.7 -0.2 1.6
C 10.587818 -18.473962 5.490831 0.3 0.9 0.7
C 8.205026 -18.499428 -3.648043 0.3 -0.1 -0.1
C 17.915819 -20.197830 3.614873 -1.5 1.8 -1.1
C 14.506619 -15.639303 2.101791 1.6 -0.4 0.3
C 12.430005 -19.710143 4.932256 -0.5 0.3 0.4
C 12.766977 -18.862699 6.167004 1.0 0.2 0.2
C 16.535771 -18.797035 0.106462 -0.2 1.0 -1.6
C 4.946181 -20.608363 -0.484752 -1.4 2.1 2.1
C 12.055284 -19.190337 -4.659176 0.2 0.3 -0.4
C 12.138120 -19.294329 1.205723 -0.1 -0.3 -0.1
C 15.822012 -20.189554 4.751230 -1.0 -2.0 0.1
C 14.234626 -16.774036 2.989908 0.4 -1.0 1.6
C 11.302377 -20.039524 -1.034043 0.9 1.0 0.6
C 11.967598 -18.180418 0.233144 -0.3 1.6 -1.3
C 16.974772 -20.200092 -0.220327 2.3 -0.4 -0.4
C 8.392611 -16.164610 -3.333354 -2.5 1.1 1.3
C 15.705108 -20.893828 -0.499341 -1.7 0.4 -0.2
C 7.804007 -14.051994 0.857382 1.4 0.0 -0.3
C 6.527818 -21.578647 -1.934903 -0.9 1.0 -0.1
C 5.092823 -20.948493 -1.921519 1.3 -1.4 -0.5
C 8.219018 -18.110164 1.212810 1.0 0.4 0.0
C 15.288811 -18.597289 -0.804440 2.7 -0.6 1.4
C 10.246054 -23.553643 1.504370 -1.6 -1.1 -0.7
C 11.605004 -14.172615 -1.191335 0.6 0.8 -0.1
C 12.405755 -20.616008 -5.057752 1.0 -0.4 0.5
C 13.569464 -14.951363 -2.328882 -0.3 -0.6 0.3
H 5.051394 -20.104085 -2.581640 0.0 0.5 -0.2
H 17.623468 -20.232712 -1.144708 -0.6 0.4 0.9
H 10.608663 -20.734377 0.978088 -0.2 -0.1 -0.6
H 18.423494 -21.069885 3.911811 0.7 -1.2 0.0
H 17.318177 -18.045018 -0.103867 -0.6 -0.2 0.2
H 9.078531 -15.340397 -3.332054 0.4 0.2 0.0
H 8.248130 -20.123404 1.858048 -0.3 0.2 0.6
H 8.635933 -14.852869 2.709985 -0.1 0.2 0.1
H 11.331145 -19.083369 -3.838186 0.1 -0.2 -0.4
H 13.090997 -19.636751 4.087568 0.3 0.5 -0.2
H 7.458797 -23.992482 3.213464 0.5 -0.1 0.0
H 7.192480 -21.260284 -2.709918 0.1 0.5 -0.8
H 12.119199 -15.785165 -3.814428 0.0 -0.2 -0.1
H 9.034973 -19.065280 3.049313 -0.2 0.3 -0.1
H 4.492645 -19.606834 -0.315188 0.4 -0.4 -0.2
H 11.960571 -14.968883 4.033537 -0.1 -0.2 -0.1
H 7.075039 -14.816169 0.900550 -0.6 -1.0 -0.2
H 12.231613 -16.685906 -2.254582 -0.1 -0.9 0.3
H 8.265700 -13.954059 -0.142906 -0.5 0.1 0.2
H 13.330072 -13.732612 1.953183 0.0 -0.8 0.2
H 9.835455 -14.699170 1.477172 0.6 -0.3 -0.7
H 17.560939 -20.668025 0.589628 -0.5 0.1 -0.5
H 11.743839 -18.583672 -5.520410 -0.4 -0.4 0.1
H 13.499787 -19.250735 6.880936 -0.3 -0.6 -0.2
H 11.823520 -21.089822 -5.829726 -0.3 -0.1 -0.1
H 15.593912 -15.573527 2.063782 0.0 0.8 0.1
H 8.711551 -17.207265 1.569977 0.5 0.1 -0.2
H 7.367627 -15.753749 -3.458011 0.6 0.2 0.3
H 7.594783 -16.593895 -1.315974 -0.4 0.3 0.4
H 6.317481 -19.811287 3.243135 -0.1 0.3 0.3
H 15.737762 -21.184273 5.226238 0.1 0.4 0.5
H 11.543335 -19.041575 2.135095 1.0 -0.3 -0.9
H 15.662053 -21.752058 -1.166455 0.3 0.3 -0.3
H 13.269460 -17.951664 5.801860 -0.5 0.0 0.1
H 4.312533 -21.662486 -2.199829 0.3 0.1 -0.2
H 8.717091 -18.465762 0.260821 -0.8 0.3 1.0
H 13.426644 -17.575332 -4.406050 0.7 0.4 -0.2
H 7.938472 -17.064407 -5.296163 -0.2 0.0 0.1
H 6.515224 -22.639272 -2.005639 0.0 -1.0 0.3
H 12.438325 -21.232377 -4.159430 -0.4 -0.3 0.0
H 13.656823 -18.896396 -3.266550 0.5 -0.1 0.9
H 18.580977 -19.467769 3.092011 -0.5 -0.8 0.4
H 13.222286 -19.435033 1.407768 -0.7 0.2 0.2
H 14.265355 -16.108824 1.181432 -0.8 0.3 -1.5
H 11.194180 -23.515061 1.966416 1.1 -0.2 0.6
H 13.316575 -14.745250 -0.139421 -0.3 -0.2 -0.6
H 15.143449 -19.474927 5.156333 -1.1 -0.1 0.0
H 13.827209 -14.190966 -3.032280 0.0 0.4 -0.9
H 9.881079 -12.394207 1.461660 -0.2 0.1 0.6
H 6.806891 -18.177206 3.806275 0.3 0.1 0.5
H 12.155588 -21.433944 0.442610 -0.6 1.3 0.1
H 8.405644 -22.393478 1.670061 0.1 -0.2 0.1
H 9.478221 -22.308906 3.094651 0.2 0.8 0.0
H 17.582380 -19.571361 5.685036 1.2 -0.2 1.7
H 9.639625 -12.661123 3.245632 -0.4 0.3 -0.6
H 10.964157 -19.339879 7.387705 0.3 0.0 0.2
H 14.085141 -14.051217 3.459955 0.6 0.3 1.0
H 9.564495 -17.209575 -4.693496 0.6 -0.5 -0.4
H 16.911218 -18.549337 4.506636 0.4 0.7 -0.2
H 12.133032 -20.320527 -1.652716 0.8 -0.4 -0.1
H 10.337221 -23.208677 0.494467 0.1 0.6 -0.5
H 12.330356 -20.759497 5.103678 -0.1 -0.8 0.5
H 15.206279 -21.179902 0.407556 -0.3 -0.1 0.6
H 11.736857 -15.660872 2.404213 -1.0 0.2 -1.1
H 9.329616 -16.964590 -1.462468 -0.1 0.3 -0.1
H 4.266941 -21.257178 0.076826 0.4 -0.4 -0.1
H 10.443376 -20.315791 -1.657157 -0.5 0.2 1.0
H 16.076461 -18.607880 1.062426 0.4 -0.3 0.9
H 11.361049 -17.591218 7.267365 -0.1 0.4 0.5
H 9.031372 -24.409460 3.900554 0.6 -0.1 0.8
H 14.465177 -15.574762 -2.190285 -0.6 0.1 0.1
H 13.517257 -13.231066 -0.872914 -0.4 -0.3 -0.6